# 1
This record from the Open Molecules 2025 dataset describes an isolated molecule of C12H12NPS. The level of theory is ωB97M-V/def2-TZVPD.

Properties
- LUMO level (spin up / spin down) (eV) = 0.84 / -2.50
- E_HOMO (spin up / spin down) (hartree) = -0.2229 / -0.3085
- 2S+1 = 3
- frontier orbital gap (spin up / spin down) (Eh) = 0.254 / 0.217

XYZ file:
```
27
C12H12NPS, DFT ωB97M-V/def2-TZVPD
C 2.332 -3.330 0.304
C 2.355 -2.172 -0.420
C 1.557 -3.370 1.496
C 1.592 -1.044 -0.025
C 0.761 -2.328 1.894
C 0.838 -1.144 1.138
C -1.772 2.291 -1.377
C -1.890 0.972 -1.190
C -0.345 2.386 0.697
C -0.521 1.061 0.817
C -1.190 3.141 -0.364
C -1.523 0.273 0.105
N 0.154 0.344 1.807
P 0.373 0.497 3.452
S -0.703 2.032 3.901
H 3.069 -4.077 -0.026
H 3.101 -2.364 -1.261
H 1.490 -4.266 2.159
H 1.532 -0.002 -0.573
H 0.279 -2.296 2.922
H -2.029 2.676 -2.304
H -2.219 0.270 -1.903
H 0.440 2.948 1.178
H -0.602 3.933 -0.766
H -1.857 3.659 0.328
H -2.493 0.282 0.724
H -1.119 -0.683 0.113
```

# 2
This record from the Open Molecules 2025 dataset describes an isolated molecule of C12H12S. The level of theory is ωB97M-V/def2-TZVPD.

Properties
- LUMO level (eV) = 0.59
- E_HOMO (hartree) = -0.3047
- SMILES = C[C@]12C=Cc3ccccc3[C@@]1(C)S2
- frontier orbital gap (Eh) = 0.326
- ΔE to the lowest compared entry with this formula, charge and spin (kJ/mol) = 26.0

XYZ file:
```
25
C12H12S, DFT ωB97M-V/def2-TZVPD
C 3.489 0.169 0.347
C 3.000 -1.127 0.224
C 2.608 1.202 0.404
C 1.639 -1.463 0.201
C 1.239 0.955 0.298
C 0.776 -0.406 0.199
C 0.285 2.071 0.129
C -1.018 1.889 -0.030
C -0.971 -0.670 0.130
C -1.708 0.539 0.090
C -1.289 -1.959 -0.606
C -3.115 0.513 -0.437
S -1.671 -0.212 1.743
H 4.656 0.258 0.392
H 3.828 -1.845 0.175
H 2.874 2.214 0.622
H 1.147 -2.354 0.204
H 0.726 3.033 0.027
H -1.760 2.620 -0.262
H -0.481 -2.382 -1.119
H -2.199 -1.777 -1.224
H -1.449 -2.595 0.189
H -3.211 0.414 -1.534
H -3.809 1.287 -0.041
H -3.586 -0.376 -0.123
```

Number 1: largest force on an atom 5.51 eV Å⁻¹. Number 2: largest force on an atom 6.03 eV Å⁻¹.